Computed, not measured: a molecular structure, C3H3AlLiO3, with ωB97M-V/def2-TZVPD.

XYZ file:
```
11
Properties=species:S:1:pos:R:3:mulliken_spin:R:1
O 0.49 0.61 0.76 0.06
C -0.96 0.51 0.51 0.83
C -1.11 -0.77 -0.15 -0.06
O 0.37 -0.47 -1.11 0.01
C 1.15 -0.03 -0.19 0.00
O 2.32 -0.41 -0.03 0.03
Al 3.61 0.37 0.27 0.01
H -1.55 0.80 1.38 0.04
H -1.91 -1.02 -0.86 0.01
H -1.02 -1.67 0.45 0.06
Li -1.41 2.08 -1.02 0.01
```

Relative energy (zero: lowest compared OMol25 entry of this formula, charge and spin): 1.072 eV
Spin multiplicity: 2
Total charge: +2
F_max: 10.56 eV/A
⟨S²⟩: 0.754
E_HOMO (alpha / beta): -15.89 / -15.81 eV
Kohn-Sham gap (alpha / beta): 6.2 / 3.9 eV